C48H41GeKSi2 as an isolated structure in a non-equilibrium geometry, computed with ωB97M-V/def2-TZVPD.

* HOMO level (alpha / beta): -6.45 / -6.45 eV
* energy relative to the best compared isomer or geometry (same formula, charge and spin): 222.64 kJ/mol
* lowest unoccupied orbital energy (alpha / beta): -1.44 / -1.45 eV
* gap between HOMO and LUMO (alpha / beta): 5.01 / 5.00 eV

The geometry in ORCA input format:
```
! RIJCOSX wB97M-V def2-TZVPD def2/J DEFGRID3
* xyz 0 1
Ge -1.7711 -0.4922 3.0744
K 0.2256 -0.3780 0.6815
Si -0.1301 -2.2468 -1.8311
Si 0.7567 2.5483 -0.7151
C 1.4253 -0.9854 -5.4704
C -1.0191 4.4849 -3.9209
C -2.7372 -4.0231 5.2613
C -3.8780 -1.5815 -3.4418
C 1.0059 -1.6206 -3.1685
C 1.5284 -6.0059 0.3623
C -1.1076 3.4892 -4.8867
C -0.4044 1.5769 4.7659
C 2.6090 2.3912 -0.8768
C -3.7813 -3.9154 -2.8606
C 3.2715 2.8495 -2.0205
C 4.7553 1.7554 0.0628
C 3.1262 -0.6182 -3.8069
C -2.6349 2.1498 6.3081
C -0.4775 4.2006 -2.6729
C 4.6555 2.7691 -2.1178
C -1.4849 2.9140 6.4569
C -2.7296 -2.7397 4.7262
C 0.3825 -5.3720 0.8282
C -1.6122 -2.2314 4.0576
C 0.5462 -3.7489 -0.9704
C 1.7042 -4.3956 -1.4207
C -0.1015 -4.2510 0.1701
C 0.5885 -1.5275 -4.5020
C -0.6508 2.2068 -4.6056
C 2.2918 -1.1633 -2.8415
C -0.3650 2.6149 5.6926
C -0.4897 -4.3492 4.4929
C 5.3974 2.2225 -1.0777
C 1.2132 4.8441 0.8901
C -0.1071 1.9241 -3.3604
C -1.6210 -4.8396 5.1313
C -0.0093 2.9159 -2.3743
C 0.8556 5.8380 1.7922
C -2.4829 -3.7489 -2.3959
C -1.5637 0.8126 4.5779
C -1.3262 4.8462 2.0261
C -2.6706 1.1186 5.3758
C 0.2996 3.8472 0.5315
C -0.4874 -3.0618 3.9623
C -0.4136 5.8396 2.3591
C -2.5824 -1.4139 -2.9767
C -0.9718 3.8588 1.1186
C 3.3732 1.8395 0.1606
C 2.6889 -0.5223 -5.1230
C -1.8613 -2.4962 -2.4515
C -4.4790 -2.8336 -3.3825
C 2.1882 -5.5173 -0.7600
H -0.9957 -3.7619 0.5506
H -0.3988 -1.8796 -4.7823
H 1.0900 -0.9221 -6.4986
H 0.4778 1.3419 4.1796
H -3.6167 -4.3864 5.7802
H 1.5693 6.6093 2.0551
H 0.4078 -2.6804 3.4812
H 0.3992 -4.9660 4.4160
H 1.9076 -6.8827 0.8728
H 5.3316 1.3319 0.8766
H -1.4619 3.7339 7.1648
H -2.3105 4.8361 2.4785
H -0.7150 1.4252 -5.3544
H 5.1561 3.1388 -3.0044
H 0.5463 3.1885 5.8193
H -1.9467 -4.6010 -1.9938
H -3.5847 0.5389 5.2780
H 3.3348 -0.0918 -5.8782
H 2.2097 4.8446 0.4606
H -4.4217 -0.7357 -3.8462
H 0.1637 -0.4115 2.5364
H 0.2515 0.9167 -3.1543
H 2.2233 -4.0260 -2.2978
H -0.1341 -5.7460 1.7046
H 2.7005 3.2753 -2.8390
H 2.8841 1.4829 1.0647
H 6.4765 2.1683 -1.1517
H -3.6171 -2.1231 4.8416
H -3.5072 2.3575 6.9171
H -2.1230 -0.4290 -3.0223
H -0.6901 6.6142 3.0645
H -1.6898 3.0822 0.8726
H 3.0801 -6.0125 -1.1237
H 4.1122 -0.2627 -3.5313
H -4.2478 -4.8916 -2.8167
H -0.4171 4.9845 -1.9244
H -1.6323 -5.8473 5.5289
H 2.6430 -1.2240 -1.8145
H -1.5292 3.7132 -5.8587
H -5.4910 -2.9663 -3.7446
H -1.3722 5.4852 -4.1408
*
```

=====

C48H41GeN3P2Re as an isolated structure in a non-equilibrium geometry, computed with ωB97M-V/def2-TZVPD.

* ⟨S²⟩: 3.834
* HOMO level (alpha / beta): -17.16 / -18.54 eV
* energy relative to the best compared isomer or geometry (same formula, charge and spin): 545.99 kJ/mol
* lowest unoccupied orbital energy (alpha / beta): -13.37 / -13.37 eV
* gap between HOMO and LUMO (alpha / beta): 3.79 / 5.17 eV

The geometry in ORCA input format:
```
! RIJCOSX wB97M-V def2-TZVPD def2/J DEFGRID3
* xyz 4 4
Re 0.2410 0.1348 -1.1552
Ge 2.1951 -0.2702 -2.7493
P 0.4748 1.5379 0.8815
P 0.1178 -1.2827 0.8405
N 0.3393 0.1134 1.7852
N -2.3092 0.9136 -0.7582
N -3.1810 1.3562 -0.0485
C 1.2354 -4.8016 2.4348
C -4.9174 3.4694 2.9084
C -3.2323 1.6766 2.2984
C 2.7752 -3.1356 3.2683
C -3.7465 0.1002 -2.6192
C 1.4438 -3.6021 -5.1647
C 5.3694 -1.7959 0.2787
C 1.9862 3.7860 1.4108
C -0.9262 2.5793 1.2942
C -2.8825 4.6491 2.2023
C -1.2986 -0.0787 -2.5376
C 0.6290 -3.8501 1.6318
C 2.2889 -0.9502 -5.4674
C 1.8229 -3.1138 -6.4142
C 1.0889 -2.5271 1.6649
C 4.3144 -2.6431 -0.0622
C -2.4847 4.3643 0.7291
C -3.4839 -2.4473 2.2486
C -3.8372 3.5527 0.5871
C -3.7085 -0.2812 -3.9554
C 1.9227 -1.4497 -4.2133
C -2.5375 0.2421 -1.9666
C -1.7775 2.3043 2.5124
C 2.2559 -1.8018 -6.5640
C 5.3860 -0.4629 -0.1349
C -3.5320 2.1189 0.9083
C -2.1795 -2.4173 -0.2156
C 2.1912 -2.1793 2.4572
C 4.3033 3.6883 2.0457
C 3.2646 -2.1586 -0.8157
C 4.2723 2.2964 2.0063
C 1.4817 -2.7709 -4.0592
C -1.5744 -1.8551 0.9116
C -3.4360 -2.9974 -0.1057
C -3.7769 2.6616 3.3906
C -4.3784 4.3467 1.8525
C 3.2969 -0.8226 -1.2645
C -2.2253 -1.8787 2.1512
C -1.2502 3.5788 0.4690
C -4.0840 -3.0120 1.1231
C 1.9552 2.3837 1.3635
C -2.4855 -0.5078 -4.5841
C 3.1112 1.6421 1.6422
C -1.2782 -0.4395 -3.8858
C 4.3388 0.0440 -0.8818
C -2.4754 3.5222 3.1865
C 2.2899 -4.4415 3.2665
C 3.1622 4.4285 1.7568
H 1.1254 -4.6309 -5.0589
H 2.4733 -2.8296 -1.1268
H -1.6630 -2.4335 -1.1693
H -5.0532 -3.4868 1.2148
H -0.2059 -4.1340 1.0029
H -1.7360 -1.4847 3.0365
H 1.1801 -3.1531 -3.0901
H 2.5985 -1.1774 2.4502
H 4.3723 1.0685 -1.2332
H 2.6183 0.0742 -5.5942
H 1.1004 4.3713 1.2126
H -4.9938 5.1839 1.5380
H -5.9531 3.3517 3.1854
H 0.8734 -5.8215 2.4265
H 2.5669 -1.4373 -7.5340
H 5.2241 4.1986 2.2994
H -2.4656 -0.7415 -5.6416
H -2.5433 5.2538 0.1084
H -2.6390 5.6400 2.5709
H -3.9009 2.1666 4.3495
H -4.3799 3.6667 -0.3483
H -1.2530 1.6934 3.2457
H -3.9911 -2.4761 3.2052
H -3.3424 0.6057 2.4551
H 3.6068 -2.8663 3.9071
H -0.3613 -0.6970 -4.3962
H 4.3294 -3.6821 0.2418
H 6.2302 0.1708 0.1063
H 2.5819 1.1542 -3.1842
H -3.9036 -3.4536 -0.9691
H 3.1869 5.5088 1.8170
H -0.6587 3.8096 -0.4156
H -1.9846 3.9034 4.0765
H 3.1002 0.5636 1.5852
H -4.6818 0.3289 -2.1203
H -4.6284 -0.3666 -4.5201
H 2.7355 -5.1807 3.9201
H 0.7630 0.0338 2.7077
H 6.1946 -2.1807 0.8659
H 1.7658 -3.7590 -7.2809
H 5.1559 1.7288 2.2688
*
```

=====

C48H43FeN5P2S2 as an isolated structure, computed with ωB97M-V/def2-TZVPD.

* ⟨S²⟩: 8.778
* HOMO level (alpha / beta): -9.93 / -10.64 eV
* energy relative to the best compared isomer or geometry (same formula, charge and spin): 0.00 kJ/mol
* lowest unoccupied orbital energy (alpha / beta): -2.73 / -3.25 eV
* gap between HOMO and LUMO (alpha / beta): 7.20 / 7.40 eV

The geometry in ORCA input format:
```
! RIJCOSX wB97M-V def2-TZVPD def2/J DEFGRID3
* xyz 1 6
Fe -0.0918 0.7874 1.3326
S -1.5456 4.0268 4.2115
S 0.6117 -2.6980 -0.4754
P -0.4838 -0.8729 -0.6064
P -0.6257 -1.6519 -3.6618
N -0.9470 -0.1265 3.2266
N 2.3162 -1.3824 1.2851
N -0.0573 2.4227 2.8747
N 3.2754 -2.4756 -0.4276
N 1.1789 -1.0190 1.9811
C 0.5691 2.5878 4.1071
C 1.7674 1.9885 4.4995
C -2.0205 3.0095 1.6055
C -0.0398 -0.7658 3.9642
C -1.7463 1.9371 0.7340
C 2.1511 -2.0786 0.2048
C -2.1698 -1.5472 -0.4462
C -0.9291 0.7489 -5.2053
C -2.7065 -0.4648 -6.9578
C -3.7902 3.8762 0.2377
C 2.0465 -1.0115 -4.4872
C 3.2662 -1.3437 -5.0587
C 2.2923 4.1122 0.8353
C 3.3899 -3.4318 -1.5281
C 2.3640 -1.7423 4.0213
C -0.2525 -1.0563 5.2986
C -3.8069 -2.5084 1.0462
C 3.5166 -2.6529 -5.4553
C -1.4441 -0.6507 5.8869
C 1.0619 -1.9801 -4.2968
C -2.3362 0.8567 -7.1545
C -2.1892 -1.1772 -5.8821
C 1.3253 -3.2893 -4.6960
C 0.3826 3.6990 6.2617
C 3.3375 -4.8801 -1.0733
C 2.2541 2.2428 5.7661
C 2.4467 1.7084 0.9430
C 1.3383 4.0143 -0.1787
C -2.0935 0.2512 3.7837
C 2.8548 2.9739 1.3829
C -3.0159 3.9589 1.3807
C -2.3818 0.0154 5.1190
C -0.3177 -0.3666 -2.3506
C 0.9296 2.7712 -0.6380
C 1.5634 3.0907 6.6428
C -2.5132 -2.0793 0.7982
C -3.1447 -1.4458 -1.4318
C -3.5500 2.8427 -0.6615
C -0.1067 3.4359 4.9833
C -1.4483 1.4651 -6.2741
C -4.4442 -1.8668 -1.1800
C -1.2915 -0.5829 -4.9980
C -4.7770 -2.3975 0.0561
C 1.2221 -1.1707 3.2495
C -1.1560 3.1062 2.7938
C 2.5449 -3.6259 -5.2742
C 1.4717 1.6463 -0.0379
C -2.5540 1.9056 -0.4095
H 3.2779 -1.6712 3.4398
H -3.4021 -0.9415 -7.6361
H 2.1890 -2.7981 4.2434
H -2.7382 1.4146 -7.9904
H 2.9246 0.8121 1.3165
H -2.9099 -1.0349 -2.4062
H 3.6184 3.0566 2.1473
H 2.3034 1.3492 3.8076
H 3.1845 1.7902 6.0865
H 0.5689 -4.0523 -4.5495
H -0.2328 1.2412 -4.5331
H -4.5651 4.6066 0.0461
H -2.7958 0.7630 3.1339
H 1.9656 3.2807 7.6289
H 2.4797 -1.2175 4.9698
H 0.4933 -1.5841 5.8758
H 4.1490 -5.1112 -0.3812
H -1.0351 0.4448 -2.4970
H 0.9115 4.9098 -0.6142
H 2.6074 -3.2230 -2.2487
H -1.1572 2.4969 -6.4245
H -1.6326 -0.8556 6.9330
H 4.0187 -0.5792 -5.2060
H -4.0607 -2.9281 2.0113
H -5.1941 -1.7821 -1.9556
H 4.3345 -3.2166 -2.0240
H 0.6773 0.0773 -2.4302
H 2.6053 5.0882 1.1836
H -1.7598 -2.1650 1.5737
H 0.1798 2.6964 -1.4165
H -4.1478 2.7670 -1.5630
H -2.4884 -2.2079 -5.7255
H 2.3916 -5.1038 -0.5748
H 3.4254 -5.5421 -1.9362
H -3.1773 4.7726 2.0809
H 4.4647 -2.9091 -5.9112
H 2.7323 -4.6460 -5.5845
H -0.1428 4.3622 6.9366
H 4.1152 -2.2605 0.0896
H 1.8665 0.0208 -4.2058
H -5.7905 -2.7252 0.2488
H -3.3219 0.3491 5.5366
H -2.4336 1.1168 -1.1421
*
```

=====

C48H45FN6O7Sr as an isolated structure, computed with ωB97M-V/def2-TZVPD.

* HOMO level: -6.06 eV
* energy relative to the best compared isomer or geometry (same formula, charge and spin): 410.34 kJ/mol
* lowest unoccupied orbital energy: -0.98 eV
* gap between HOMO and LUMO: 5.08 eV

The geometry in ORCA input format:
```
! RIJCOSX wB97M-V def2-TZVPD def2/J DEFGRID3
* xyz 0 1
Sr 0.6077 0.5571 -1.3487
F 3.9080 -4.0068 4.8401
O 1.3708 -0.4464 -3.4977
O 2.5364 4.0777 0.7147
O -1.0283 0.8880 0.6117
O 1.9463 2.2703 -0.4785
O -1.4854 -0.5810 -1.8605
O 1.8983 -0.1718 0.9352
O 0.7339 -2.5298 -4.0893
N 1.9554 -1.9787 -1.1163
N -1.1817 4.3532 -0.9480
N -3.3497 -3.9673 -1.5779
N -0.8571 1.9450 -3.1947
N -3.6704 -2.0703 0.8461
N 4.3330 1.7104 3.5843
C -4.6821 0.9732 0.7564
C 4.7389 -0.3707 4.7592
C -5.0645 -2.3577 0.5339
C 2.4233 2.8701 0.5404
C 3.7445 2.4367 2.6008
C 2.8152 -2.0843 -0.0896
C -2.7934 -0.3376 -5.1710
C 4.4979 -1.7739 5.0760
C -2.0141 -0.0015 -4.1063
C 4.1530 0.3179 3.7301
C -4.8968 2.2983 0.5920
C 4.0318 2.8363 5.7394
C 2.9334 1.9409 1.6330
C 4.1201 -2.7725 4.2871
C 3.2883 -0.2269 2.7204
C 5.0229 2.4550 4.6448
C 2.3594 -2.1842 -2.3634
C 5.2160 -2.4151 0.7278
C -1.2825 1.2747 -4.1799
C 3.8455 -2.7255 2.8210
C 6.1897 1.6259 5.1575
C -1.3262 4.3456 -3.3733
C 1.3896 -1.7151 -3.4454
C 5.6840 0.3106 5.7216
C 3.6503 -2.6198 -2.6487
C 4.1513 -2.4269 -0.2831
C -3.3595 0.4121 0.7453
C -5.3540 -2.5934 -0.9518
C -3.6535 -1.4832 -5.2216
C -3.7661 3.1492 0.3539
C 4.5338 -2.7261 -1.6021
C -2.5553 -2.9924 -2.0333
C -6.2663 2.9119 0.6326
C 2.1392 -1.5842 1.1778
C 2.7902 -1.6343 2.5687
C 5.1188 -2.5219 2.0470
C -4.8129 -3.8960 -1.5446
C 2.7273 0.5409 1.7552
C -1.3369 3.6165 0.0690
C -0.2621 3.2538 -3.4676
C -4.4414 -1.7400 -6.4729
C -2.0388 -0.8690 -2.9384
C -2.2010 1.3048 0.5949
C -3.6817 -2.3139 -4.1522
C -2.4862 2.7079 0.3380
C -2.8332 -2.0760 -3.0275
C -2.1081 4.3054 -2.0627
C -2.9968 -0.9138 0.8259
H 5.2028 0.4757 6.6944
H -5.3556 -3.2327 1.1208
H -5.2263 -4.0415 -2.5418
H -0.5468 3.6433 0.8194
H 4.6796 -2.0485 6.1124
H 3.4103 -3.6923 2.5416
H 6.2121 -2.3134 0.3094
H -3.7801 -1.9116 -7.3244
H -6.3362 3.6720 1.4132
H 0.2124 3.2676 -4.4547
H 5.5647 -3.0036 -1.7888
H -3.0738 -2.8788 0.8887
H 4.5439 3.3467 6.5568
H -7.0308 2.1600 0.8271
H -1.5812 -2.9163 -1.5557
H 1.1549 -2.0534 1.1979
H -6.4405 -2.6292 -1.0684
H 6.8716 1.4332 4.3254
H -2.9261 -4.6363 -0.9569
H -2.0322 4.2415 -4.2034
H 3.5383 1.9500 6.1391
H 6.5333 -0.3482 5.9216
H -5.6794 -1.5386 0.8879
H -2.7544 3.4210 -2.0441
H 0.5032 3.4405 -2.7105
H -5.5412 0.3433 0.9384
H -4.2677 -3.2236 -4.2009
H -5.0113 -1.7354 -1.5332
H -2.7838 0.3128 -6.0413
H 3.9559 3.4987 2.6052
H -1.1844 1.6571 -5.2056
H 1.9869 -1.8241 3.2890
H -5.0821 -2.6144 -6.3645
H 6.0300 -2.4751 2.6312
H -6.5069 3.3998 -0.3145
H -2.7527 5.1884 -2.0155
H -1.9222 -1.0573 0.8834
H -5.1480 -4.7441 -0.9451
H 3.2636 3.5011 5.3436
H -3.9545 4.2032 0.1726
H 3.9486 -2.8066 -3.6707
H 6.7375 2.1982 5.9082
H -0.8332 5.3139 -3.4787
H -5.0757 -0.8866 -6.7210
H 5.4089 3.3624 4.1777
*
```

=====

- Which of these has the lowest energy relative to the best compared isomer or geometry (same formula, charge and spin)?
  C48H43FeN5P2S2